(1)
15
Properties=species:S:1:pos:R:3:nbo_charge:R:1 method="wB97M-V/def2-TZVPD" e_homo_ev=-7.60 e_tot_ev=-9765.3449 homo_lumo_gap_ha=0.30302 total_charge=0 lumo_ev=0.650 de_lowest_kj_mol=390.1
C 1.1940 1.1439 1.7770 -0.248
C 0.5932 0.9532 0.7429 -0.078
C 0.3044 0.9603 -0.7546 0.098
C 0.5634 2.0323 -1.5132 -0.472
N -0.4918 -0.0887 -1.0654 -0.583
C -0.6347 -0.9502 -0.0640 0.643
N -1.9006 -1.4532 0.1646 -0.794
N 0.3893 -1.7933 0.3475 -0.795
H 1.7510 1.3879 2.6387 0.236
H 1.2833 2.7714 -1.2040 0.207
H 0.0536 2.1533 -2.4553 0.210
H -2.6217 -1.0222 -0.3925 0.406
H -1.9800 -2.4581 0.1916 0.381
H 1.2841 -1.3250 0.3914 0.407
H 0.2125 -2.3117 1.1952 0.381


(2)
15
Properties=species:S:1:pos:R:3:nbo_charge:R:1 method="wB97M-V/def2-TZVPD" e_homo_ev=-9.35 e_tot_ev=-9766.9892 homo_lumo_gap_ha=0.37832 total_charge=0 lumo_ev=0.943 de_lowest_kj_mol=231.4
H -2.2706 -0.9480 -1.1452 0.406
N -2.3991 -0.2957 -0.3214 -0.625
C -1.4005 0.2083 0.1312 0.496
C -1.2633 1.2733 1.2018 -0.692
N 0.0017 -0.4170 -0.4551 -0.256
C 1.3701 -0.2713 -0.2022 -0.047
C 2.0723 -1.0968 -1.0546 -0.353
C 1.0227 -1.7392 -1.8011 -0.037
N -0.1357 -1.3427 -1.4206 -0.298
H -1.7463 2.1733 0.7169 0.254
H -1.7835 0.9118 2.1626 0.256
H -0.1905 1.4604 1.4431 0.230
H 1.8370 0.3542 0.6132 0.222
H 3.0779 -1.1100 -1.3345 0.229
H 0.9540 -2.5268 -2.5805 0.215


(3)
15
Properties=species:S:1:pos:R:3:nbo_charge:R:1 method="wB97M-V/def2-TZVPD" e_homo_ev=-9.27 e_tot_ev=-9767.1303 homo_lumo_gap_ha=0.36539 total_charge=0 lumo_ev=0.675 de_lowest_kj_mol=217.8
C 0.8857 -1.8441 0.6799 0.141
N 0.3957 -2.7091 -0.1940 -0.286
N -0.4045 -2.0354 -1.0068 -0.288
C -0.4442 -0.8201 -0.6276 0.323
N 0.4173 -0.6577 0.4205 -0.367
C 0.6742 0.6808 0.8366 -0.221
C -0.1730 1.5013 -0.1653 -0.411
C -1.0603 0.5536 -1.0025 -0.434
H 1.4905 -2.0870 1.5914 0.207
H 1.7474 0.8432 0.4926 0.213
H 0.4180 1.0170 1.8448 0.222
H 0.3266 2.3345 -0.7682 0.226
H -1.0083 1.9699 0.3424 0.212
H -1.3065 0.7329 -2.0647 0.249
H -1.9586 0.5204 -0.3791 0.214